A structure of composition C54H42AlBrNO4P2S2, computed with ωB97M-V/def2-TZVPD.

E = -6734.18003 Eh
relative energy (zero: lowest compared OMol25 entry of this formula, charge and spin) = 0.0 kcal/mol
molar mass = 1001.9 u
charge = +1
E_HOMO = -9.96 eV

Last column: Mulliken charge in e.
Cartesian coordinates (Å):
C1 -2.30 -1.02 -2.79  -1.157
H1 -2.68 0.08 3.93  0.405
H2 0.60 -5.09 5.29  0.318
H3 -4.96 -3.98 -4.67  0.321
H4 -4.17 -2.66 -6.46  0.345
Al1 -0.72 1.65 0.28  1.060
O1 5.93 -1.33 1.39  -0.719
C2 1.99 0.51 0.02  0.484
C3 -3.25 -1.58 -3.66  1.167
C4 1.48 1.12 3.39  1.123
H5 5.07 1.64 4.73  0.447
H6 0.66 4.73 -5.73  0.465
C5 0.29 3.18 -4.30  -0.063
C6 -1.24 3.14 3.70  -0.348
P1 -0.31 1.12 -2.43  2.248
C7 3.78 0.39 3.56  -0.506
H7 0.99 2.89 4.53  0.523
H8 -0.87 -3.66 -0.84  0.783
H9 3.54 3.48 0.56  0.530
C8 -0.84 -2.32 0.81  -0.403
H10 4.89 -0.98 -3.20  0.366
C9 -2.49 -0.37 -5.56  -1.294
H11 -2.40 3.04 -2.25  0.520
H12 -0.38 3.65 3.29  0.396
H13 -4.11 3.85 5.34  0.415
H14 0.58 -6.24 3.22  0.320
H15 -0.50 -5.70 0.47  0.500
H16 -1.15 -5.16 5.36  0.300
C10 0.00 4.37 -4.96  -0.833
H17 4.59 1.45 -2.95  0.347
C11 -4.26 -2.97 -1.97  -1.234
C12 -0.45 -0.93 3.03  -0.447
H18 -5.00 -3.69 -1.63  0.485
C13 3.90 -0.56 -3.15  -0.519
C14 -0.55 2.70 -3.30  0.737
C15 3.72 0.81 -3.00  -0.999
H19 5.52 1.96 0.47  0.560
H20 -2.51 -0.10 -6.61  0.494
C16 -0.52 -3.33 2.92  1.026
H21 -4.41 1.41 5.05  0.446
C17 -0.38 -3.45 4.32  0.077
H22 2.28 -0.66 2.48  0.278
C18 -0.32 -1.09 4.40  0.323
C19 -2.21 3.88 4.35  -1.010
H23 -2.92 5.13 -3.41  0.442
H24 2.35 2.40 -2.68  0.597
H25 -0.17 -0.20 5.00  0.562
C20 -2.54 1.14 4.05  -0.706
C21 -3.37 -1.27 -5.02  -0.042
H26 4.58 -0.29 3.27  0.472
S1 5.77 -0.89 0.01  1.479
H27 -3.26 -2.88 -0.07  0.748
C22 -1.71 3.41 -3.00  -1.089
O2 6.82 -0.03 -0.50  -0.744
H28 3.26 3.21 5.37  0.468
H29 -1.38 6.00 -5.15  0.421
C23 -1.58 0.26 -4.70  0.021
H30 1.17 2.63 -4.59  0.532
C24 -4.50 -2.05 -5.63  -0.877
C25 2.45 1.34 -2.85  -0.156
H31 0.65 -1.53 -3.10  0.372
C26 4.36 0.21 0.12  0.367
C27 -3.28 -2.50 -1.09  -0.222
H32 -6.11 -2.72 -4.27  0.358
N1 0.95 2.70 0.15  -0.311
C28 4.52 1.57 0.36  -1.074
C29 -2.31 -1.60 -1.49  -0.326
C30 4.06 1.49 4.37  -0.778
C31 -0.76 -3.57 0.23  -0.466
C32 -0.49 -4.62 2.33  0.469
C33 -5.05 -2.91 -4.46  -0.897
H33 1.01 0.08 -0.16  -0.470
C34 -4.21 -2.54 -3.27  0.428
H34 -1.16 -6.39 3.34  0.336
C35 2.16 1.87 0.21  -0.034
H35 -0.94 1.02 -5.13  0.592
O3 5.30 -1.92 -0.90  -0.656
H36 0.93 3.25 -0.72  0.559
C36 -1.15 5.08 -4.64  -0.580
C37 2.79 -1.39 -3.20  -1.054
C38 -2.01 4.59 -3.66  -1.010
H37 -5.26 -1.37 -6.02  0.311
S2 -1.07 -1.05 -0.40  2.321
C39 -0.34 -5.67 3.38  -0.770
C40 -0.31 -4.90 4.72  -0.790
H38 0.95 3.40 0.90  0.670
H39 2.92 -2.46 -3.31  0.481
H40 -2.08 4.95 4.46  0.440
C41 -3.51 1.90 4.68  -0.816
O4 -1.74 0.15 0.34  -0.918
C42 -1.38 1.76 3.56  0.729
C43 2.50 0.21 3.09  -0.683
C44 3.41 2.41 0.40  -0.896
C45 1.77 2.20 4.23  -0.845
C46 1.33 0.51 -2.88  0.889
C47 -1.47 0.00 -3.34  -0.281
C48 -0.62 -2.11 2.21  -1.944
H41 -0.20 -2.34 6.15  0.509
C49 3.05 2.37 4.72  -0.763
C50 -3.35 3.26 4.84  -0.626
P2 -0.13 0.84 2.61  2.162
C51 1.51 -0.87 -3.07  -0.744
H42 2.99 -1.38 -0.24  0.535
C52 3.09 -0.32 -0.04  -1.091
C53 -0.56 -4.74 0.97  -1.304
C54 -0.31 -2.32 5.07  -1.208
Br1 -2.25 3.34 0.44  -0.379

=====

A structure of composition C54H42AuNOP3SSi, computed with ωB97M-V/def2-TZVPD.

E = -4060.17186 Eh
relative energy (zero: lowest compared OMol25 entry of this formula, charge and spin) = 25.6 kcal/mol
2S+1 = 3
molar mass = 1071.0 u
charge = +1
E_HOMO (spin up / spin down) = -8.48 / -10.11 eV

Last column: Mulliken charge in e.
Cartesian coordinates (Å):
C1 3.55 0.75 -2.88  -0.246
C2 -0.28 -1.43 -4.12  -0.332
C3 3.63 0.30 -5.61  -0.739
H1 5.76 0.49 -5.43  0.405
P1 -1.34 -1.54 0.12  0.880
H2 -4.29 -1.82 -0.07  0.635
C4 -0.46 -0.12 -3.66  0.452
C5 -2.78 -1.79 2.54  -0.427
C6 4.98 0.45 1.11  0.189
C7 2.82 1.62 1.40  0.219
C8 3.41 -0.25 2.87  -0.374
C9 -1.42 -2.91 -1.08  0.725
C10 2.44 0.68 2.41  0.031
C11 -4.03 -0.80 -0.31  -0.003
H3 -2.64 -4.04 5.07  0.448
H4 2.13 2.41 1.14  0.418
C12 -0.80 2.48 1.68  0.561
N1 2.59 -1.42 -0.44  -0.086
C13 4.65 -0.32 2.32  -1.712
C14 -2.48 -1.39 -5.09  -0.693
C15 -5.02 0.09 -0.69  -1.070
C16 -2.68 -0.11 -4.60  -0.692
H5 -1.82 1.54 -3.53  0.285
H6 0.68 -3.28 -0.77  0.259
H7 -6.05 -0.26 -0.76  0.442
O1 5.06 -0.62 -0.06  -0.363
C17 0.52 4.61 -3.46  -0.845
C18 -0.16 -4.70 -2.12  -0.797
C19 0.76 3.25 -3.57  -0.497
C20 -1.28 -2.05 -4.85  -0.870
H8 -3.47 -2.76 -1.72  0.330
C21 0.43 2.40 -2.52  -0.835
C22 4.81 0.51 -4.91  -0.627
H9 2.48 0.70 7.56  0.419
H10 -0.76 4.70 -0.34  0.479
H11 3.66 0.12 -6.68  0.440
H12 -0.75 -2.02 6.85  0.457
H13 2.47 1.35 5.18  0.515
H14 -2.44 5.17 2.98  0.462
H15 -2.23 3.89 0.91  0.385
C23 2.37 0.54 -3.58  0.085
C24 -0.22 -3.61 -1.27  -0.288
C25 -0.05 -0.92 5.15  -0.063
H16 -1.15 4.50 4.99  0.434
H17 3.17 -0.91 3.69  0.505
H18 5.40 -1.00 2.70  0.421
H19 0.65 -1.96 -3.92  0.491
C26 -2.39 -3.54 4.14  -0.601
H20 -3.17 2.89 -1.03  0.468
C27 -1.06 -3.42 2.14  -0.974
C28 -0.12 2.07 2.85  0.763
H21 3.52 0.92 -1.81  0.033
C29 -2.48 -4.40 -2.65  -0.767
C30 -1.64 3.59 1.77  -0.486
H22 6.01 0.78 1.06  0.401
Si1 -0.66 1.64 -0.01  0.036
C31 -0.05 -1.28 6.49  -0.531
H23 0.77 -5.23 -2.25  0.441
H24 -3.61 0.41 -4.78  0.480
H25 0.88 -0.98 8.40  0.401
H26 -0.75 -1.39 4.47  -0.109
C32 4.03 1.54 0.79  -0.934
C33 -2.54 -3.31 -1.80  -0.492
C34 4.77 0.74 -3.54  -0.661
H27 -3.37 -4.69 -3.20  0.452
C35 0.84 0.03 4.66  -0.235
C36 0.87 -0.70 7.35  -0.613
H28 -1.13 -3.05 -5.22  0.464
C37 1.76 0.61 5.54  -0.134
H29 -1.26 -5.96 -3.47  0.416
H30 5.69 0.90 -2.99  0.477
Au1 0.69 -0.28 -0.38  0.824
C38 -1.78 4.32 2.94  -1.151
H31 -3.33 -0.90 2.24  0.301
C39 -0.35 4.27 -1.25  -0.720
C40 -1.06 3.94 4.07  -0.934
S1 4.00 -1.72 -0.46  0.054
C41 -0.15 2.89 -1.34  1.562
H32 -0.27 -3.82 1.52  0.351
P2 0.72 0.43 2.89  1.994
H33 1.21 2.85 -4.47  0.541
H34 -0.81 -4.92 3.65  0.434
H35 4.32 2.27 0.05  0.408
C42 -0.26 2.81 4.02  -0.483
H36 0.78 5.27 -4.28  0.434
H37 -3.26 -1.88 -5.65  0.420
C43 -2.70 -0.37 -0.23  0.267
C44 -2.38 0.98 -0.43  0.249
H38 1.49 0.15 -5.51  0.481
H39 0.25 2.50 4.92  0.388
C45 -0.02 5.12 -2.29  -0.832
C46 1.77 0.25 6.88  -0.783
C47 -1.78 -2.30 1.72  0.993
C48 -1.37 -4.04 3.34  -0.721
C49 -3.40 1.85 -0.83  -0.296
C50 -3.09 -2.41 3.74  -0.777
C51 -1.66 0.53 -3.89  -0.680
H40 -5.48 2.10 -1.29  0.480
H41 -0.18 6.18 -2.19  0.438
C52 2.41 0.31 -4.95  -0.015
H42 -3.88 -2.01 4.36  0.421
C53 -1.30 -5.11 -2.81  -0.637
P3 0.83 0.63 -2.63  0.774
C54 -4.71 1.41 -0.98  -0.893